Molecular formula: C13H25BrN4O3
Method: DFT, ωB97M-V/def2-TZVPD

The geometry in XYZ format:
```
46
Properties=species:S:1:pos:R:3
C 4.014 -3.739 -0.378
C 3.183 -2.659 -1.086
C 3.130 -1.334 -0.323
Br 4.940 -0.577 -0.463
C 2.091 -0.322 -0.810
C 2.207 1.076 -0.201
O 3.015 1.503 0.580
N 1.100 1.784 -0.646
C -0.044 0.850 -0.641
C 0.585 -0.565 -0.477
C -0.167 -1.600 -1.305
C -1.549 -2.121 -0.742
N -2.662 -1.834 -1.640
N -1.949 -1.611 0.566
N -1.449 -3.575 -0.704
H 5.046 -3.740 -0.735
H 4.047 -3.570 0.705
H 3.594 -4.734 -0.544
H 2.175 -3.021 -1.266
H 3.633 -2.445 -2.064
H 3.005 -1.518 0.750
H 2.192 -0.182 -1.897
H 0.962 2.621 -0.094
H -0.680 1.048 0.224
H -0.637 0.956 -1.555
H 0.530 -0.793 0.595
H -0.363 -1.162 -2.292
H 0.443 -2.477 -1.492
H -2.481 -2.222 -2.557
H -2.841 -0.840 -1.717
H -2.118 -0.611 0.600
H -1.267 -1.851 1.276
H -0.610 -3.856 -0.206
H -2.246 -3.927 -0.179
O -2.768 1.331 1.564
C -2.668 2.515 1.722
C -2.286 3.563 0.697
C -1.886 4.758 1.559
C -2.751 4.537 2.797
O -2.883 3.106 2.913
H -3.158 3.772 0.076
H -1.488 3.184 0.065
H -2.051 5.725 1.091
H -0.832 4.688 1.832
H -3.751 4.962 2.686
H -2.308 4.904 3.718
```

Values from the calculation:
**Relative energy (zero: lowest compared OMol25 entry of this formula, charge and spin)**: 0.0 kcal/mol
**Lowest unoccupied orbital energy**: 0.4772 eV
**E_HOMO**: -9.12 eV
**Total charge**: 0

=====

Molecular formula: C13H25Cl3NO4P2Tl
Method: DFT, ωB97M-V/def2-TZVPD

The geometry in XYZ format:
```
49
Properties=species:S:1:pos:R:3
C -0.934 4.205 0.867
C -0.502 2.878 1.000
N 0.268 2.264 0.088
C 0.620 2.952 -1.013
C 0.249 4.296 -1.204
C -0.548 4.934 -0.255
C -0.893 2.151 2.268
P -0.241 0.430 2.365
Tl 2.125 -0.909 0.879
P 1.706 0.461 -1.830
C 1.478 2.266 -2.088
O -6.387 1.494 0.075
O -2.793 0.904 -2.197
H -1.532 4.641 1.661
H 0.580 4.788 -2.120
H -0.877 5.959 -0.399
C 0.006 0.295 4.168
C -1.758 -0.552 2.140
H 1.038 2.433 -3.087
H 2.486 2.718 -2.097
H -1.969 2.136 2.349
H -0.521 2.697 3.150
C 2.959 0.106 -3.111
C 0.180 -0.173 -2.600
H -3.081 -1.787 -2.026
H -3.363 0.328 -2.743
H -6.793 1.047 0.825
H -5.736 2.080 0.500
H 2.606 0.603 1.234
H -3.002 1.848 -2.455
H -0.953 0.078 4.647
H 0.688 -0.546 4.345
H 0.452 1.219 4.560
H -2.202 -0.714 3.130
H -2.448 -0.027 1.464
H -1.447 -1.505 1.688
H 0.348 -0.156 -3.689
H 0.013 -1.198 -2.231
H -0.721 0.418 -2.346
H 2.544 0.359 -4.097
H 3.855 0.706 -2.884
H 3.208 -0.964 -3.068
Cl 1.822 -5.959 0.343
C 1.048 -4.627 -0.531
Cl 1.719 -4.457 -2.179
Cl -0.701 -4.844 -0.600
C 1.360 -3.239 0.171
O 2.494 -3.062 0.715
O 0.526 -2.284 0.082
```

Values from the calculation:
**Relative energy (zero: lowest compared OMol25 entry of this formula, charge and spin)**: 3.9 kcal/mol
**Lowest unoccupied orbital energy (alpha / beta)**: 0.2405 / -0.0777 eV
**E_HOMO (alpha / beta)**: -7.82 / -4.59 eV
**Total charge**: 0

=====

Molecular formula: C13H25ClCoEuNSi
Method: DFT, ωB97M-V/def2-TZVPD

The geometry in XYZ format:
```
43
Properties=species:S:1:pos:R:3
Eu -0.591 -0.505 -1.095
Cl -0.821 1.084 -2.279
C -2.430 -0.707 -0.398
H -2.431 -1.189 0.604
H -3.061 -1.336 -1.061
H -2.941 0.272 -0.286
Co -0.133 -0.183 -3.781
C 1.804 0.299 -4.340
C -1.330 -0.399 -5.460
C -0.263 -1.666 -2.477
H -1.723 -1.439 -5.489
H -2.182 0.313 -5.430
H -0.724 -0.211 -6.373
H 2.486 -0.507 -3.989
H 1.865 0.372 -5.448
H 2.119 1.264 -3.889
H -1.034 -2.455 -2.622
H 0.759 -2.100 -2.412
C 2.626 0.807 -0.340
Si 1.682 0.597 1.253
C 2.187 -1.056 1.990
C 2.142 1.925 2.480
N -0.077 0.651 0.926
C -0.882 0.401 2.073
C -1.033 -0.908 2.576
C -1.831 -1.151 3.697
C -2.483 -0.089 4.329
C -2.332 1.212 3.843
C -1.532 1.459 2.720
H 3.714 0.760 -0.125
H 2.373 1.781 -0.804
H 2.356 -0.020 -1.029
H 3.283 -1.067 2.155
H 1.687 -1.203 2.969
H 1.910 -1.880 1.302
H 1.884 2.919 2.061
H 1.584 1.763 3.426
H 3.231 1.876 2.684
H -0.541 -1.741 2.090
H -1.946 -2.160 4.071
H -3.105 -0.280 5.194
H -2.841 2.030 4.335
H -1.424 2.469 2.349
```

Values from the calculation:
**Relative energy (zero: lowest compared OMol25 entry of this formula, charge and spin)**: 176.1 kcal/mol
**⟨S²⟩**: 30.029
**Multiplicity**: 11
**Lowest unoccupied orbital energy (alpha / beta)**: 2.6663 / 2.1783 eV
**E_HOMO (alpha / beta)**: -3.65 / -4.78 eV
**Total charge**: -1

=====

Molecular formula: C13H25F3HoNO4P2
Method: DFT, ωB97M-V/def2-TZVPD

The geometry in XYZ format:
```
49
Properties=species:S:1:pos:R:3
C 1.174 2.260 -2.758
C 1.085 1.141 -1.867
N -0.185 0.716 -1.444
C -1.274 1.294 -2.027
C -1.190 2.245 -3.043
C 0.058 2.761 -3.391
C 2.274 0.489 -1.522
P 2.391 -1.035 -0.523
Ho -0.378 -1.120 0.264
P -2.839 0.298 0.150
C -2.671 0.810 -1.638
O 3.859 3.776 0.463
O 2.691 1.744 4.283
H 2.165 2.706 -2.894
H -2.093 2.523 -3.577
H 0.133 3.536 -4.152
C 2.990 -2.171 -1.861
C 3.853 -0.885 0.588
H -3.429 1.584 -1.830
H -2.915 -0.083 -2.237
H 3.616 2.865 0.248
H 3.200 0.879 -1.983
C -4.243 -0.866 0.009
C -3.616 1.783 0.871
H -1.357 0.134 1.892
H 2.564 0.887 3.752
H 2.546 2.389 3.520
H 3.002 3.978 0.875
H -0.233 -2.493 -0.964
H -1.357 -0.368 2.508
H 4.011 -1.840 -2.113
H 2.980 -3.259 -1.653
H 2.304 -1.985 -2.702
H 4.772 -0.672 0.026
H 3.627 -0.065 1.287
H 4.011 -1.810 1.168
H -4.615 1.981 0.459
H -3.702 1.631 1.954
H -2.970 2.651 0.697
H -5.197 -0.351 -0.158
H -4.050 -1.571 -0.807
H -4.289 -1.438 0.943
F -1.725 -5.053 2.563
C -1.059 -4.047 3.173
F -1.816 -3.577 4.197
F 0.089 -4.521 3.690
C -0.808 -2.910 2.131
O -1.759 -2.546 1.388
O 0.370 -2.396 2.047
```

Values from the calculation:
**⟨S²⟩**: 6.004
**Multiplicity**: 5
**Lowest unoccupied orbital energy (alpha / beta)**: -0.3399 / -0.3089 eV
**E_HOMO (alpha / beta)**: -6.62 / -6.63 eV
**Total charge**: 0

=====

Molecular formula: C13H25FeIP2
Method: DFT, ωB97M-V/def2-TZVPD

The geometry in XYZ format:
```
42
Properties=species:S:1:pos:R:3
C 1.227 -2.099 -2.501
C -0.498 0.504 -3.368
H 2.253 -1.770 -2.383
H 1.002 -1.875 -3.567
H 1.099 -3.128 -2.213
H 0.373 1.168 -3.286
H -0.281 -0.303 -4.133
H -1.481 0.790 -3.053
Fe 0.148 -0.633 -2.005
C -0.105 1.057 -0.864
H 0.637 1.688 -1.394
H 0.056 1.269 0.233
H -1.125 1.418 -1.099
I -1.636 -2.376 -1.596
C 2.128 -2.646 0.083
P 1.213 -1.066 0.131
C 2.548 0.109 0.544
C 0.517 -1.256 1.888
C 1.345 -1.647 2.965
C 0.831 -1.809 4.253
C -0.529 -1.596 4.500
C -1.345 -1.148 3.453
C -0.842 -1.017 2.161
P -1.962 -0.380 0.866
C -3.486 -1.293 1.248
C -2.475 1.181 1.681
H 2.721 -2.705 -0.832
H 1.408 -3.472 0.092
H 2.784 -2.735 0.953
H 2.139 1.121 0.594
H 2.988 -0.144 1.512
H 3.319 0.073 -0.231
H 2.407 -1.796 2.799
H 1.495 -2.153 5.059
H -0.921 -1.731 5.502
H -2.393 -0.944 3.698
H -3.831 -0.981 2.233
H -4.231 -1.023 0.496
H -3.295 -2.365 1.231
H -3.200 0.919 2.452
H -1.622 1.686 2.139
H -2.945 1.829 0.933
```

Values from the calculation:
**Relative energy (zero: lowest compared OMol25 entry of this formula, charge and spin)**: 112.5 kcal/mol
**⟨S²⟩**: 6.089
**Multiplicity**: 5
**Lowest unoccupied orbital energy (alpha / beta)**: -0.1354 / -0.5909 eV
**E_HOMO (alpha / beta)**: -7.19 / -7.15 eV
**Total charge**: 0

=====

Molecular formula: C13H25IP2Pd
Method: DFT, ωB97M-V/def2-TZVPD

The geometry in XYZ format:
```
42
Properties=species:S:1:pos:R:3
C -0.525 1.251 -1.389
C -0.689 -1.303 -1.497
H -1.528 1.612 -1.137
H -0.490 0.796 -2.383
H 0.190 2.079 -1.300
H -0.719 -2.304 -1.060
H -1.677 -1.008 -1.860
H 0.078 -1.232 -2.279
Pd 0.217 -0.127 0.140
C 2.033 -0.183 -0.892
H 2.311 -1.244 -0.919
H 2.767 0.436 -0.364
H 1.761 0.209 -1.881
I -2.481 -0.293 0.609
C 2.470 -2.006 2.093
P 0.742 -1.518 1.890
C -0.265 -3.002 1.932
C 0.371 -0.560 3.406
C 0.123 -1.191 4.627
C -0.142 -0.389 5.744
C -0.171 0.999 5.638
C 0.069 1.629 4.415
C 0.356 0.843 3.301
P 0.638 1.573 1.637
C -0.438 3.008 1.514
C 2.340 2.175 1.681
H 2.809 -2.509 1.180
H 2.522 -2.689 2.950
H 3.089 -1.123 2.295
H -0.058 -3.561 2.854
H -1.325 -2.722 1.875
H -0.018 -3.616 1.055
H 0.145 -2.272 4.729
H -0.315 -0.872 6.702
H -0.373 1.605 6.523
H 0.032 2.719 4.343
H -0.116 3.748 2.258
H -0.360 3.420 0.499
H -1.478 2.714 1.700
H 2.420 2.877 2.521
H 3.032 1.337 1.827
H 2.551 2.671 0.724
```

Values from the calculation:
**⟨S²⟩**: 2.015
**Multiplicity**: 3
**Lowest unoccupied orbital energy (alpha / beta)**: 0.5065 / -2.0403 eV
**E_HOMO (alpha / beta)**: -4.79 / -7.36 eV
**Total charge**: 0

=====

Molecular formula: C13H25N2O10S2
Method: DFT, ωB97M-V/def2-TZVPD

The geometry in XYZ format:
```
52
Properties=species:S:1:pos:R:3
C -1.497 -1.279 2.416
C -3.114 -0.999 2.186
O -3.878 -0.720 3.274
O -3.809 -1.072 0.891
C -3.222 -0.168 -0.111
C -3.676 -0.658 -1.608
C -2.438 -0.979 -2.638
S -1.375 0.503 -3.080
O -1.277 1.589 -1.983
O -1.858 1.236 -4.391
N 0.242 -0.107 -3.479
S 1.122 -0.552 -2.039
O 1.773 0.780 -1.499
O 0.255 -1.096 -0.878
N 2.438 -1.671 -2.287
C 2.054 -2.861 -3.137
C 3.275 -3.967 -3.427
O 0.859 -3.106 -3.679
C 2.872 -2.147 -0.897
C 2.380 -3.537 -0.175
O 3.763 -1.366 -0.255
H -1.124 -1.975 1.525
H -1.241 -1.734 3.467
H -0.935 -0.248 2.258
H -2.067 0.007 0.000
H -3.725 0.902 0.060
H -4.262 -1.687 -1.456
H -4.469 0.103 -2.030
H -1.779 -1.913 -2.295
H -2.947 -1.335 -3.658
H 4.295 -3.388 -3.259
H 3.235 -4.808 -2.614
H 3.256 -4.391 -4.518
H 2.210 -3.426 0.999
H 3.258 -4.340 -0.276
H 1.432 -4.029 -0.660
C -0.034 5.196 3.081
O 1.186 4.497 3.303
C 0.967 3.179 3.816
C 1.177 2.121 2.730
O 0.139 2.178 1.746
C 0.577 2.789 0.539
H 0.195 6.129 2.558
H -0.725 4.613 2.466
H -0.503 5.440 4.039
H -0.030 3.090 4.265
H 1.708 3.022 4.608
H 1.121 1.130 3.191
H 2.165 2.223 2.267
H 1.290 2.137 0.027
H 1.034 3.766 0.726
H -0.292 2.931 -0.109
```

Values from the calculation:
**Lowest unoccupied orbital energy**: 1.7148 eV
**E_HOMO**: -5.94 eV
**Total charge**: -1

=====

Molecular formula: C13H25N2O8S
Method: DFT, ωB97M-V/def2-TZVPD

The geometry in XYZ format:
```
49
Properties=species:S:1:pos:R:3
C 1.341 -1.188 0.687
C 1.983 -2.185 1.609
N 1.219 -2.813 2.408
C 3.477 -2.311 1.584
C 4.149 -1.409 2.644
N 4.951 -0.360 1.978
S 4.698 1.228 2.532
C 5.083 -2.237 3.570
O 4.658 -2.448 4.723
O 6.162 -2.565 3.030
H 0.346 -1.538 0.415
H 1.250 -0.221 1.184
H 1.932 -1.044 -0.217
H 1.765 -3.426 3.017
H 3.874 -2.043 0.607
H 3.745 -3.351 1.780
H 3.378 -0.946 3.261
H 5.923 -0.607 2.147
H 4.748 1.037 3.863
C -1.062 4.797 -2.725
C -1.192 3.315 -2.449
O -0.051 2.800 -1.744
C -0.031 3.043 -0.430
O -0.888 3.630 0.186
O 1.073 2.513 0.074
C 1.289 2.750 1.476
H -0.135 5.002 -3.262
H -1.898 5.131 -3.340
H -1.066 5.365 -1.796
H -1.212 2.741 -3.373
H -2.095 3.093 -1.881
H 0.416 2.454 2.054
H 1.487 3.809 1.639
H 2.157 2.157 1.747
C -5.924 -2.756 -2.823
C -4.491 -2.592 -3.279
O -3.930 -1.341 -2.846
C -3.529 -1.313 -1.569
O -3.575 -2.236 -0.798
O -3.055 -0.100 -1.311
C -2.552 0.083 0.021
H -6.529 -1.913 -3.159
H -6.342 -3.671 -3.245
H -5.978 -2.821 -1.738
H -4.426 -2.550 -4.365
H -3.864 -3.407 -2.919
H -1.800 -0.665 0.261
H -3.364 0.030 0.744
H -2.113 1.076 0.031
```

Values from the calculation:
**Lowest unoccupied orbital energy**: 2.2987 eV
**E_HOMO**: -4.68 eV
**Total charge**: -1

=====

Molecular formula: C13H25N7O4S2
Method: DFT, ωB97M-V/def2-TZVPD

The geometry in XYZ format:
```
51
Properties=species:S:1:pos:R:3
N -3.367 -1.426 -0.999
C -2.184 -1.842 -0.144
N -0.965 -1.465 -0.916
N -2.307 -3.315 0.083
C -2.301 -1.137 1.304
N -1.210 -0.175 1.625
C -1.578 1.246 1.716
C -0.305 2.047 2.051
N 0.668 0.956 2.117
C 0.203 -0.379 1.877
C 0.967 -1.776 1.913
C 1.894 -2.078 0.639
C 2.941 -0.914 0.271
S 3.442 -0.908 -1.522
C 1.920 -0.756 -2.612
S 1.365 -2.161 -3.330
N 1.365 0.585 -2.775
C 0.215 0.624 -3.723
C -0.562 2.066 -3.721
O 0.076 3.051 -2.862
C 0.038 2.466 -1.542
C 1.071 1.237 -1.463
H -4.217 -1.521 -0.423
H -3.244 -0.419 -1.232
H -1.096 -0.548 -1.367
H -0.881 -2.168 -1.672
H -1.606 -3.578 0.796
H -2.162 -3.844 -0.787
H -2.401 -1.941 2.116
H -3.284 -0.533 1.304
H -2.602 1.733 1.604
H -0.141 3.164 2.234
H 1.640 1.226 2.349
H 0.162 -2.591 2.066
H 1.637 -1.759 2.853
H 1.297 -2.397 -0.291
H 2.530 -3.006 0.917
H 3.899 -1.134 0.879
H 2.552 0.132 0.516
H -0.596 -0.159 -3.537
H 0.645 0.514 -4.789
H -1.607 1.873 -3.251
H -0.756 2.467 -4.770
H 0.377 3.280 -0.803
H -0.994 2.108 -1.203
H 2.074 1.674 -1.086
H 0.728 0.507 -0.645
N 1.664 2.744 5.062
O 0.900 3.716 5.199
O 1.779 1.906 5.971
O 2.316 2.608 4.001
```

Values from the calculation:
**Relative energy (zero: lowest compared OMol25 entry of this formula, charge and spin)**: 0.0 kcal/mol
**Lowest unoccupied orbital energy**: -1.0845 eV
**E_HOMO**: -7.42 eV
**Total charge**: 0

=====

Molecular formula: C13H26AlBClF5KN2O11PS
Method: DFT, ωB97M-V/def2-TZVPD

The geometry in XYZ format:
```
63
Properties=species:S:1:pos:R:3
C -3.044 -0.622 3.280
S -4.164 0.317 2.123
O -4.459 -0.483 0.843
O -5.451 0.427 2.822
P -3.467 2.380 1.653
O -3.275 2.794 3.307
C -1.605 1.777 1.463
C -1.397 0.572 0.512
O -1.758 0.479 -0.644
N -5.201 2.897 1.760
C -5.632 3.637 0.623
O -4.981 4.096 -0.228
F -6.996 3.866 0.564
C -5.493 3.726 2.902
O -6.118 3.354 3.809
F -5.087 5.050 2.961
H -3.409 -1.686 3.386
H -1.961 -0.653 2.986
H -3.091 -0.144 4.296
H -3.622 2.027 0.263
H -2.997 3.702 1.329
H -2.759 2.146 3.803
H -1.112 1.563 2.439
H -1.034 2.628 1.007
H -0.785 -0.330 0.912
Al -2.651 -1.510 1.135
C 3.496 1.643 1.084
C 4.201 1.075 -0.140
N 3.695 -0.204 -0.556
C 4.567 -0.910 -1.504
C 4.840 -0.330 -2.896
C 2.241 -0.255 -0.831
C 1.610 0.703 -1.851
H 3.502 0.927 1.907
H 4.014 2.543 1.419
H 2.454 1.922 0.874
H 5.259 0.964 0.120
H 4.155 1.814 -0.962
H 4.179 -1.926 -1.634
H 5.536 -1.034 -1.014
H 3.978 -0.424 -3.552
H 5.655 -0.889 -3.361
H 5.144 0.714 -2.854
H 1.715 -0.086 0.114
H 1.994 -1.287 -1.109
H 1.916 1.774 -1.703
H 0.518 0.669 -1.725
H 1.820 0.413 -2.878
B 2.666 -4.358 -4.498
O 1.350 -4.969 -4.799
C 0.587 -4.814 -3.739
O -0.551 -5.192 -3.640
C 1.355 -4.094 -2.682
O 0.941 -3.791 -1.578
O 2.554 -3.827 -3.109
F 2.935 -3.307 -5.392
F 3.680 -5.324 -4.561
O -1.266 -3.298 3.454
H -1.005 -3.877 2.728
H -1.232 -3.868 4.231
F 0.591 1.693 1.103
K -0.725 -2.778 -0.691
Cl 3.176 1.975 -3.085
```

Values from the calculation:
**Lowest unoccupied orbital energy**: -6.0252 eV
**E_HOMO**: -9.02 eV
**Total charge**: 0

=====

no.,DFT total energy (eV)
1,-96032.842
2,-84399.361
3,-92723.123
4,-76094.776
5,-74947.291
6,-44041.267
7,-59002.823
8,-44083.814
9,-54168.344
10,-109231.992